This record from OMol25 describes a structure of composition C4H6NiO7. The level of theory is ωB97M-V with the def2-TZVPD basis set.

Geometry (Å):
Ni -2.958363 0.566525 1.850270
O -1.838231 -0.481923 -1.266540
O -1.570443 -0.263325 0.971463
O 0.982527 -0.673574 1.546070
O 1.758787 -0.009954 -1.038419
O -3.467756 0.259791 0.032094
O 1.236227 1.548318 1.429721
O 2.987761 0.157188 1.607178
C -0.457673 -0.892956 -1.423293
C 0.494891 0.306937 -1.469486
C 1.708894 0.423247 1.215320
C -2.293548 -0.199077 -0.083383
H -0.204009 -1.583715 -0.609984
H 0.046615 -0.523382 1.296301
H 3.463725 0.994929 1.637476
H -0.434195 -1.446568 -2.368559
H 0.075832 1.110036 -0.819144
H 0.468963 0.707495 -2.507088

Cartesian forces (eV/Å) of the 6 atoms listed first:
-1.429 1.224 2.392
0.501 -0.323 -1.130
1.526 -1.175 -1.061
0.738 -0.278 -2.072
-0.430 0.203 -0.920
0.292 -0.631 -1.068

Computed properties:
- 2S+1 = 3
- net charge = 0
- orbital gap (spin up / spin down) (Eh) = 0.3206 / 0.2213

This record from OMol25 describes a structure of composition C3H6O2. The level of theory is ωB97M-V with the def2-TZVPD basis set.

Geometry (Å):
O 2.131814 0.067596 0.088902
O 0.249267 0.619569 1.409803
C -0.159047 0.150752 0.250766
C -1.599793 -0.016184 -0.134424
C 0.849159 -0.179483 -0.590455
H -2.094820 0.956232 -0.192518
H 0.924323 -0.150612 -1.654157
H 2.075955 -0.894397 0.238225
H -2.141715 -0.625431 0.595730
H 1.440322 0.579547 1.101433
H -1.675462 -0.507585 -1.113305

Cartesian forces (eV/Å) of the 6 atoms listed first:
-0.482 -1.011 -0.587
1.435 -0.113 -0.061
0.244 -0.106 -0.781
0.016 0.151 0.147
-0.533 1.159 -0.383
0.027 -0.047 0.071

Computed properties:
- energy above the lowest of the compared OMol25 structures with the same formula, charge and spin (kJ/mol) = 267.68
- net charge = 0
- orbital gap (Eh) = 0.3426

This record from OMol25 describes an isolated molecule of C5H4N2O. The level of theory is ωB97M-V with the def2-TZVPD basis set.

Geometry (Å):
O 2.845150 -0.501931 0.288934
N 0.914350 -1.439622 -0.010441
N -1.591392 -0.998656 -0.007733
C -0.339246 1.224802 -0.004610
C -1.556650 0.218005 0.211233
C 1.634591 -0.179891 -0.085591
C 0.992163 1.072569 -0.208900
C -0.312623 -1.766956 -0.126482
H 1.468796 2.263324 -0.523214
H -0.792257 2.286826 0.075532
H -2.670695 0.768579 0.700857
H -0.592183 -2.947051 -0.309589

Cartesian forces (eV/Å) of the 6 atoms listed first:
-4.283 3.604 -2.231
-1.937 0.415 -1.569
1.603 -2.629 0.168
-2.553 0.577 0.817
-0.670 4.177 1.444
5.474 -5.799 3.855

Computed properties:
- energy above the lowest of the compared OMol25 structures with the same formula, charge and spin (kJ/mol) = 430.64
- SMILES = O=c1cccncn1
- net charge = 0
- orbital gap (Eh) = 0.3188

This record from OMol25 describes an isolated molecule of C5H7NO. The level of theory is ωB97M-V with the def2-TZVPD basis set.

Geometry (Å):
O 2.164238 -1.429506 0.105353
N 2.929455 0.703459 -0.003188
C -1.583190 -1.085160 -0.158122
C -2.505616 0.024103 0.324788
C 0.589099 0.282537 -0.254608
C 1.938364 -0.233588 0.023084
C -0.394376 -0.582843 -0.245763
H -3.526836 -0.314722 0.214940
H -2.357553 0.876840 -0.357476
H -1.938271 -1.919842 -0.755392
H 0.420645 1.286110 -0.647973
H -2.306552 0.379304 1.337163
H 2.719869 1.662072 0.220358
H 3.850727 0.351236 0.196842

Cartesian forces (eV/Å) of the 6 atoms listed first:
0.149 0.327 0.222
0.212 0.008 0.188
0.170 0.554 -0.477
-0.531 -0.001 0.239
0.081 -0.260 -0.231
0.216 -0.164 0.125

Computed properties:
- energy above the lowest of the compared OMol25 structures with the same formula, charge and spin (kJ/mol) = 232.11
- SMILES = CC=C=CC(N)=O
- net charge = 0
- orbital gap (Eh) = 0.3353

This record from OMol25 describes a cluster of 5 separate species, C17H25Br3O8 in total. The level of theory is ωB97M-V with the def2-TZVPD basis set.

Geometry (Å):
Br 0.985199 -3.241229 -0.118816
Br 0.612907 -0.057275 0.375860
Br 2.586460 -1.755631 2.319441
O 7.237270 -1.495401 -1.980162
O -6.586468 4.671164 2.165237
O -5.947819 4.215243 0.040272
O -0.020179 3.699274 -5.049664
O 0.510489 1.481410 -4.648551
O 8.920205 -0.830632 -0.560472
O -4.572099 -3.639359 5.367391
O -5.731821 -5.561115 4.852239
C 10.312541 -0.497230 -0.722096
C -4.853584 3.702426 3.311236
C 8.443992 -1.184260 -1.771589
C -0.371998 2.578891 -4.932854
C -5.682086 4.247059 1.257424
C -1.650294 0.539836 -5.031741
C -1.765995 2.044753 -5.027171
C -3.717077 -2.800841 4.686470
C -6.081813 4.621922 3.461775
C 10.739777 -1.182896 -2.014131
C 9.452536 -1.331418 -2.832409
C -3.700159 -3.310394 3.268347
C 1.912389 -1.577167 0.498175
C -4.348511 3.934057 1.908868
C -4.794737 -4.266625 3.059638
C -0.201594 0.205514 -4.785761
C -5.172946 -4.557769 4.496635
H -0.198320 -0.280614 -3.810169
H -3.903279 3.044449 1.463376
H -4.252359 -1.853874 4.755849
H 10.525160 0.571700 -0.706101
H -4.409877 -5.202618 2.654784
H -2.365749 2.374025 -4.178653
H 0.113715 -0.473350 -5.578114
H 9.498471 -2.355396 -3.203154
H -4.090497 4.030178 4.017198
H -5.616955 -3.739297 2.575933
H -1.928121 0.178579 -6.021892
H 2.705635 -1.288388 -0.191363
H -5.791189 5.566641 3.921275
H 9.188279 -0.479067 -3.458330
H 11.692570 -0.803440 -2.383314
H -3.755824 4.848197 1.874685
H -2.713743 -2.532500 5.017244
H 11.041580 -2.178425 -1.688656
H 10.770641 -0.916682 0.173617
H -3.707318 -2.406797 2.658783
H -2.373422 2.292520 -5.897659
H -2.173160 0.032877 -4.220763
H -2.884365 -3.944260 2.920805
H -6.832468 4.197263 4.128318
H -5.053992 2.665973 3.582712

Cartesian forces (eV/Å) of the 6 atoms listed first:
0.830 1.100 0.387
0.705 -0.817 0.120
-0.227 0.025 -0.893
3.860 1.479 1.245
-0.571 0.497 -1.158
0.624 -0.040 3.659

Computed properties:
- energy above the lowest of the compared OMol25 structures with the same formula, charge and spin (kJ/mol) = 0.00
- SMILES = BrC(Br)Br.O=C1CCCO1.O=C1CCCO1.O=C1CCCO1.O=C1CCCO1
- net charge = 0
- orbital gap (Eh) = 0.3575

This record from OMol25 describes the ion C8H17N2SSi with charge +1. The level of theory is ωB97M-V with the def2-TZVPD basis set.

Geometry (Å):
S -3.263976 -0.702517 0.206742
Si 1.187071 0.049225 -0.467977
N -1.436059 0.943703 -0.227383
N -0.859486 -0.265921 -0.164825
C 2.298385 -1.407373 -1.305378
C -3.455931 2.154185 0.204956
C 1.302821 1.544103 -1.695333
C -1.691600 -1.245657 -0.101454
C -1.274987 -2.649473 -0.357683
C -2.639229 0.965541 0.042551
C 2.404001 0.219567 2.173933
C 1.110746 0.155866 1.489703
H 0.639462 -0.856014 1.820451
H 2.933643 0.927845 1.641004
H 2.908876 -0.710541 2.384293
H -3.148904 2.976068 -0.456205
H -1.421216 -3.312396 0.511346
H 2.346808 1.732269 -1.995364
H -1.919451 -3.028397 -1.115728
H 2.832908 -0.757382 -2.001497
H 0.973355 2.582986 -1.303411
H 2.353640 0.723132 3.068169
H 0.271964 0.714906 1.933744
H -4.475518 1.926586 -0.056814
H -3.267441 2.539596 1.213535
H 2.908517 -1.738828 -0.549222
H 1.823906 -2.237768 -1.638341
H -0.178383 -2.595381 -0.671679
H 0.736090 1.352061 -2.582132

Cartesian forces (eV/Å) of the 6 atoms listed first:
-0.413 0.567 0.008
-1.085 -0.437 0.616
3.480 1.482 0.294
1.705 0.405 -2.680
-1.301 4.905 1.145
-0.043 1.223 -0.173

Computed properties:
- net charge = +1
- orbital gap (Eh) = 0.3919

> What is the formula in the first record?

C4H6NiO7

> What is the formula in the first record?

C4H6NiO7

Repeat the third record exactly.
This record from OMol25 describes an isolated molecule of C5H4N2O. The level of theory is ωB97M-V with the def2-TZVPD basis set.

Geometry (Å):
O 2.845150 -0.501931 0.288934
N 0.914350 -1.439622 -0.010441
N -1.591392 -0.998656 -0.007733
C -0.339246 1.224802 -0.004610
C -1.556650 0.218005 0.211233
C 1.634591 -0.179891 -0.085591
C 0.992163 1.072569 -0.208900
C -0.312623 -1.766956 -0.126482
H 1.468796 2.263324 -0.523214
H -0.792257 2.286826 0.075532
H -2.670695 0.768579 0.700857
H -0.592183 -2.947051 -0.309589

Cartesian forces (eV/Å) of the 6 atoms listed first:
-4.283 3.604 -2.231
-1.937 0.415 -1.569
1.603 -2.629 0.168
-2.553 0.577 0.817
-0.670 4.177 1.444
5.474 -5.799 3.855

Computed properties:
- energy above the lowest of the compared OMol25 structures with the same formula, charge and spin (kJ/mol) = 430.64
- SMILES = O=c1cccncn1
- net charge = 0
- orbital gap (Eh) = 0.3188

> Which value of net charge does entry 1 give?

0